Entry 1:
{
  "formula": "C5H10N2",
  "method": "the ωB97M-V functional and the def2-TZVPD basis",
  "species": ["C", "C", "N", "C", "C", "H", "H", "H", "H", "H", "H", "H", "C", "N", "H", "H", "H"],
  "coordinates": [[-1.753333, -0.543077, 0.197376], [-0.924590, -0.198915, -0.762071], [0.090992, -0.697139, -1.585929], [-0.250120, 0.772159, -1.560860], [0.575339, 1.814949, -0.872304], [-2.075357, -1.568082, 0.166967], [-2.322049, 0.211922, 0.729203], [0.908573, -0.919306, -1.011630], [-0.722245, 1.049836, -2.503986], [1.506727, 1.976485, -1.413697], [0.787164, 1.509623, 0.156852], [0.009599, 2.753674, -0.843526], [0.492016, -1.369777, 1.963410], [1.188028, -0.369811, 1.612713], [-0.584458, -1.370569, 2.200812], [0.920826, -2.351423, 2.071171], [2.152888, -0.700548, 1.455499]],
  "atomic_forces_ev_per_a": [[-0.801, 0.175, -0.861], [-0.256, -0.011, -0.084], [0.049, -0.087, 0.004], [0.032, 0.373, 0.033], [0.252, 0.075, 0.003], [0.208, -0.456, 0.887], [-0.147, -0.169, -0.190], [-0.182, 0.072, -0.143], [0.101, 0.051, 0.203], [0.107, 0.207, 0.040], [0.069, 0.068, -0.217], [0.154, -0.122, -0.041], [-0.158, -0.167, 0.342], [0.023, -0.476, 0.087], [0.564, 0.717, -0.185], [0.328, -0.584, 0.009], [-0.342, 0.335, 0.115]],
  "nbo_charge": [-0.53, 0.20, -0.60, -0.10, -0.64, 0.21, 0.22, 0.36, 0.20, 0.21, 0.25, 0.22, -0.02, -0.63, 0.18, 0.14, 0.33],
  "homo_lumo_gap_ev": 9.54,
  "energy_ha": -305.90258,
  "relative_energy_kcal_mol": 76.1,
  "total_charge": 0,
  "smiles": "C=C1N[C@@H]1C.C=N",
  "fmax_ev_per_a": 1.19
}



Entry 2:
{
  "formula": "C5H10N2",
  "method": "the ωB97M-V functional and the def2-TZVPD basis",
  "species": ["C", "C", "C", "C", "C", "N", "N", "H", "H", "H", "H", "H", "H", "H", "H", "H", "H"],
  "coordinates": [[1.186618, 0.297337, 0.866999], [0.390659, 0.600514, -0.390735], [0.545107, -0.818855, -0.007442], [-1.115227, 2.081414, -0.207651], [-0.286518, -1.778929, 0.731238], [1.180209, 0.398480, -1.601011], [1.213091, -1.049235, -1.282384], [2.312615, 0.458618, 0.817442], [0.760186, 0.385084, 1.824379], [-1.565036, 2.097894, -1.222557], [-0.419672, 2.871175, 0.236513], [-1.702632, 1.531604, 0.556418], [-1.259677, -1.330986, 1.049847], [0.183116, -1.875903, 1.767668], [-0.511047, -2.791540, 0.207609], [0.580786, 0.479640, -2.404415], [2.142635, -1.576759, -1.286441]],
  "atomic_forces_ev_per_a": [[2.505, -0.114, -2.916], [-2.726, 3.248, 1.337], [0.430, 0.510, 0.204], [3.483, -3.231, 0.290], [-1.120, -1.705, 1.756], [1.035, -0.135, 0.595], [0.386, -1.396, -0.039], [-1.501, -0.236, 0.096], [-0.750, 0.290, 0.826], [0.415, 0.564, 0.976], [-1.455, -0.899, -1.133], [0.192, 0.704, -0.609], [0.422, -0.221, -0.784], [-0.392, -0.846, -1.415], [0.592, 1.798, 0.939], [-0.227, -0.037, -0.290], [-1.288, 1.705, 0.166]],
  "nbo_charge": [-0.49, 0.17, 0.03, -0.60, -0.63, -0.48, -0.47, 0.21, 0.22, 0.22, 0.23, 0.21, 0.23, 0.21, 0.24, 0.35, 0.36],
  "homo_lumo_gap_ev": 9.10,
  "energy_ha": -305.81178,
  "relative_energy_kcal_mol": 133.1,
  "total_charge": 0,
  "fmax_ev_per_a": 4.76
}



Entry 3:
{
  "formula": "C5H10N2",
  "method": "the ωB97M-V functional and the def2-TZVPD basis",
  "species": ["C", "C", "C", "C", "C", "H", "H", "H", "H", "H", "H", "H", "H", "H", "H", "N", "N"],
  "coordinates": [[0.388189, -2.234740, -0.722400], [0.714790, -0.256273, 0.644195], [-0.171919, 1.916765, 1.424903], [-0.632695, 1.088762, -0.834030], [-0.412137, -0.036599, -1.420792], [1.011986, -2.470066, -1.988320], [0.886650, -2.710674, 0.432763], [-1.212558, -2.665280, -1.200802], [1.862083, -0.279525, 0.845968], [-0.049498, -0.600621, 1.555861], [0.573119, 2.577784, 2.155584], [-0.842353, 2.845836, 1.028332], [-0.653579, 1.286657, 2.005961], [-1.213353, 1.906201, -1.245329], [-1.074478, -0.554689, -2.297874], [0.457385, -0.921740, -0.626700], [0.368368, 1.108204, 0.242681]],
  "atomic_forces_ev_per_a": [[0.441, -4.491, -2.468], [-0.440, 0.651, -0.002], [3.057, 6.256, -2.918], [2.075, 0.670, 1.256], [-1.822, -5.454, -2.713], [-1.733, -0.431, 4.101], [-1.705, 0.754, -4.163], [3.253, 0.500, 1.514], [-2.202, -0.302, 0.363], [2.004, 0.278, -1.840], [-1.086, -2.179, -2.155], [1.275, -2.624, 0.778], [-2.849, -2.728, 2.982], [0.257, 0.103, 0.696], [2.137, 1.401, 2.230], [-1.142, 4.091, 0.045], [-1.519, 3.506, 2.293]],
  "nbo_charge": [-0.29, -0.03, -0.40, -0.10, -0.05, 0.19, 0.24, 0.02, 0.22, 0.14, 0.20, 0.20, 0.16, 0.24, 0.24, -0.54, -0.44],
  "homo_lumo_gap_ev": 8.25,
  "energy_ha": -305.72894,
  "relative_energy_kcal_mol": 185.1,
  "total_charge": 0,
  "fmax_ev_per_a": 7.55
}



Entry 4:
{
  "formula": "C5H10N2",
  "method": "the ωB97M-V functional and the def2-TZVPD basis",
  "species": ["C", "C", "N", "C", "C", "C", "N", "H", "H", "H", "H", "H", "H", "H", "H", "H", "H"],
  "coordinates": [[-2.295998, -0.443850, 0.004051], [-1.236860, -0.293682, -1.053981], [-0.132409, 0.550419, -0.997286], [0.389656, -0.635727, -0.461362], [1.341324, -0.394449, 0.698346], [2.075032, 0.911652, 0.735012], [1.092783, 0.567047, 1.766516], [-1.846538, -0.312350, 1.011245], [-2.622327, -1.489954, -0.114435], [-3.207932, 0.157921, -0.167395], [-1.580937, -0.450596, -2.108053], [0.257728, 0.934568, -1.838399], [0.671804, -1.494835, -1.049707], [1.939031, -1.262821, 0.972560], [3.120470, 0.934716, 1.059933], [1.817020, 1.673595, -0.003695], [0.218149, 1.048348, 1.546644]],
  "atomic_forces_ev_per_a": [[-0.001, -0.080, -0.063], [0.667, -0.245, 0.564], [0.212, 1.221, 0.057], [-0.637, -0.122, -0.533], [-0.151, -0.371, -0.070], [0.132, -0.040, -0.186], [-0.255, 0.035, -0.073], [-0.589, 0.043, -0.600], [0.038, 0.262, 0.430], [0.484, 0.088, 0.222], [0.379, -0.866, 0.907], [-0.157, 0.144, -0.416], [0.515, 0.262, -0.700], [-0.345, 0.035, 0.213], [-0.421, -0.086, -0.043], [-0.056, -0.243, 0.260], [0.184, -0.037, 0.032]],
  "nbo_charge": [-0.64, 0.02, -0.64, -0.11, -0.11, -0.26, -0.58, 0.22, 0.22, 0.21, 0.18, 0.37, 0.18, 0.20, 0.20, 0.20, 0.35],
  "homo_lumo_gap_ev": 9.29,
  "energy_ha": -305.88390,
  "relative_energy_kcal_mol": 87.8,
  "total_charge": 0,
  "smiles": "C[C@H]1N[C@H]1[C@H]1CN1",
  "fmax_ev_per_a": 1.31
}



Entry 5:
{
  "formula": "C5H10N2",
  "method": "the ωB97M-V functional and the def2-TZVPD basis",
  "species": ["C", "C", "C", "C", "C", "N", "N", "H", "H", "H", "H", "H", "H", "H", "H", "H", "H"],
  "coordinates": [[1.802860, 0.151662, -0.118240], [1.222499, -0.644533, -1.102513], [0.953557, 0.911027, 0.859036], [-0.480644, 0.566880, 0.580143], [-1.476991, 0.245757, 1.627667], [-0.089692, -0.944945, -1.037241], [-0.814287, -1.077347, -2.149923], [2.829949, 0.140195, 0.030808], [1.737207, -1.042589, -1.961711], [1.267093, 0.436907, 1.793657], [1.080206, 2.032192, 0.830558], [-0.835246, 1.393815, -0.000345], [-2.311192, -0.518515, 1.362834], [-2.175751, 1.110208, 1.949306], [-1.155019, -0.218610, 2.634242], [-0.896793, -2.047150, -2.298618], [-0.657757, -0.494955, -2.999659]],
  "atomic_forces_ev_per_a": [[-1.691, -0.493, -1.147], [-0.615, 0.972, 0.574], [-0.199, -1.711, 0.035], [-0.666, 2.496, 2.113], [-2.622, -1.212, 2.336], [1.601, 0.537, 1.137], [-0.674, 0.605, -1.796], [1.875, 0.294, -0.201], [0.590, 0.052, -0.332], [0.003, 0.777, 0.628], [0.342, -1.143, 0.174], [-0.729, -0.112, -1.141], [1.448, 0.912, -0.349], [1.286, -0.759, -0.537], [0.286, 0.821, -1.558], [-0.968, -1.229, -0.829], [0.735, -0.807, 0.891]],
  "nbo_charge": [-0.11, -0.09, -0.51, -0.11, -0.68, -0.16, -0.65, 0.19, 0.18, 0.22, 0.24, 0.16, 0.22, 0.20, 0.20, 0.37, 0.35],
  "homo_lumo_gap_ev": [6.91, 7.55],
  "s2": 2.04,
  "multiplicity": 3,
  "energy_ha": -305.79212,
  "relative_energy_kcal_mol": 42.4,
  "total_charge": 0,
  "fmax_ev_per_a": 3.72
}



Entry 6:
{
  "formula": "C5H10N2",
  "method": "the ωB97M-V functional and the def2-TZVPD basis",
  "species": ["C", "N", "C", "C", "C", "N", "C", "H", "H", "H", "H", "H", "H", "H", "H", "H", "H"],
  "coordinates": [[-0.783535, 1.566659, 0.224102], [-0.082349, 0.222302, 0.287156], [1.087344, 0.404325, 1.263225], [0.687528, 0.029670, -1.190196], [0.262441, -1.143126, -1.589743], [-0.573267, -1.765764, -0.630855], [-0.828825, -1.024001, 0.366417], [-1.545758, 1.435646, 1.002015], [-0.102919, 2.473111, 0.409261], [-1.345714, 1.638375, -0.739056], [1.533409, 1.213386, 0.688430], [0.682718, 0.582787, 2.168405], [1.740812, -0.537218, 1.302500], [1.383174, 0.725787, -1.541337], [0.470281, -1.866588, -2.486650], [-1.091853, -2.761368, -0.761916], [-1.493486, -1.193983, 1.228243]],
  "atomic_forces_ev_per_a": [[-1.962, 0.406, 0.030], [2.665, -0.356, -4.012], [1.913, -2.475, -3.263], [-2.550, -1.427, 2.896], [0.773, -2.948, -2.631], [-2.320, -2.377, 0.116], [-0.031, 1.651, 1.240], [0.160, 0.856, 0.058], [-0.823, -1.770, -0.276], [0.676, 0.061, 0.686], [0.860, 0.106, 1.321], [-1.066, 1.133, 3.105], [-0.902, 1.400, -0.220], [0.758, 1.193, -0.314], [-0.061, 2.103, 1.513], [1.642, 2.697, 0.250], [0.269, -0.253, -0.499]],
  "nbo_charge": [-0.43, -0.29, -0.35, 0.07, -0.06, -0.40, 0.42, 0.25, 0.30, 0.27, 0.24, 0.24, 0.26, 0.29, 0.34, 0.54, 0.31],
  "homo_lumo_gap_ev": 10.10,
  "energy_ha": -305.23039,
  "relative_energy_kcal_mol": 49.0,
  "total_charge": 2,
  "smiles": "C[N+]1(C)C=C[NH+]=C1",
  "fmax_ev_per_a": 4.83
}